This record from the OMol25 dataset describes 2 unconnected molecules or ions with the total composition C4H5IO in a non-equilibrium geometry. The level of theory is ωB97M-V with the def2-TZVPD basis set.

## Properties
- Structure (SMILES): C=C=C=O.CI
- Highest occupied orbital energy: -9.01 eV
- Charge: 0
- ΔE to the lowest compared entry with this formula, charge and spin: 56.2 kcal per mole
- LUMO energy: -0.78 eV
- 2S+1: 1

The geometry in XYZ format:
```
11
Properties=species:S:1:pos:R:3:nbo_charge:R:1
C -1.047 0.112 -1.669 -0.2038
C -1.519 -0.819 -0.873 -0.3420
C -1.794 -1.638 0.055 0.6246
O -1.904 -2.484 0.861 -0.4564
H -1.205 1.132 -1.629 0.1884
H -0.487 -0.137 -2.471 0.1864
C 1.422 0.850 1.272 -0.7328
I 2.801 0.084 -0.262 0.0506
H 1.395 1.981 1.374 0.2318
H 0.463 0.336 1.093 0.2281
H 1.875 0.583 2.249 0.2251
```


This record from the OMol25 dataset describes a single C4H5IS molecule in a non-equilibrium geometry. The level of theory is ωB97M-V with the def2-TZVPD basis set.

## Properties
- Highest occupied orbital energy (spin up / spin down): -8.32 / -9.12 eV
- Charge: 0
- ΔE to the lowest compared entry with this formula, charge and spin: 72.2 kcal per mole
- LUMO energy (spin up / spin down): -1.78 / -0.59 eV
- 2S+1: 1

The geometry in XYZ format:
```
11
Properties=species:S:1:pos:R:3:nbo_charge:R:1
C -1.472 -0.568 -0.406 -0.3612
C -2.551 0.093 -0.156 -0.1339
C -0.059 -0.090 -0.344 -0.3981
C 0.243 1.181 0.553 -0.6085
S -0.229 2.713 -0.158 0.1207
I -4.572 0.012 0.062 0.2641
H -1.632 -1.478 -0.886 0.2226
H 0.504 -0.851 -0.005 0.2078
H 0.436 0.232 -1.216 0.2247
H -0.331 0.929 1.384 0.2137
H 1.360 1.035 0.552 0.2481
```


This record from the OMol25 dataset describes a molecular structure, C4H5InO3 in a non-equilibrium geometry. The level of theory is ωB97M-V with the def2-TZVPD basis set.

## Properties
- ⟨S²⟩: 0.75
- Highest occupied orbital energy (spin up / spin down): -12.29 / -12.23 eV
- Charge: +1
- ΔE to the lowest compared entry with this formula, charge and spin: 19.9 kcal per mole
- LUMO energy (spin up / spin down): -5.79 / -9.75 eV
- 2S+1: 2

The geometry in XYZ format:
```
13
Properties=species:S:1:pos:R:3:mulliken_charge:R:1
C 1.451 -2.996 0.017 -1.1635
H 0.902 -3.391 0.883 0.3078
H 2.520 -3.217 0.154 0.2984
H 1.120 -3.541 -0.879 0.3287
C 1.214 -0.670 0.902 -0.2679
C 1.229 -1.524 -0.140 0.0568
O -1.232 -0.226 -0.034 -0.4907
C -0.546 0.762 0.222 0.9074
O 0.722 0.608 0.690 -0.3043
O -0.773 1.968 -0.104 -0.4055
H 1.166 -1.003 1.941 0.3459
H 1.313 -1.104 -1.148 0.3226
In -1.938 2.847 -1.110 1.0643
```


This record from the OMol25 dataset describes a molecular structure, C4H5KO3 in a non-equilibrium geometry. The level of theory is ωB97M-V with the def2-TZVPD basis set.

## Properties
- ⟨S²⟩: 0.75
- Highest occupied orbital energy (spin up / spin down): -11.54 / -12.67 eV
- Charge: +1
- ΔE to the lowest compared entry with this formula, charge and spin: 0.0 kcal per mole
- LUMO energy (spin up / spin down): -3.81 / -3.88 eV
- 2S+1: 2

The geometry in XYZ format:
```
13
Properties=species:S:1:pos:R:3:nbo_charge:R:1
H -0.490 -1.160 -1.101 0.5345
O -0.360 1.414 -2.775 -0.6736
C -0.169 0.296 -2.355 0.8046
O -0.928 -0.347 -1.540 -0.6713
K -0.359 4.343 -2.556 0.9948
O 1.061 -1.618 -3.515 -0.5698
C 1.299 -2.832 -3.261 0.3769
C 0.854 -3.901 -4.112 -0.3284
C 1.014 -5.185 -3.729 -0.2539
H 1.786 -3.086 -2.303 0.1290
H 0.295 -3.633 -5.012 0.2358
H 0.589 -6.006 -4.307 0.2194
H 1.447 -5.431 -2.756 0.2018
```


This record from the OMol25 dataset describes a molecular structure, C4H5Li2MgO2 in a non-equilibrium geometry. The level of theory is ωB97M-V with the def2-TZVPD basis set.

## Properties
- ⟨S²⟩: 0.76
- Highest occupied orbital energy (spin up / spin down): -6.16 / -6.16 eV
- Charge: 0
- ΔE to the lowest compared entry with this formula, charge and spin: 34.7 kcal per mole
- LUMO energy (spin up / spin down): -1.47 / -1.48 eV
- 2S+1: 2

The geometry in XYZ format:
```
14
Properties=species:S:1:pos:R:3:nbo_charge:R:1
O 2.164 -0.024 0.540 -1.2068
C 0.949 -0.664 0.293 -0.2290
C -0.137 -0.497 1.311 -0.3286
Mg 2.401 1.828 -0.126 0.1836
Li 3.417 -1.216 0.968 0.9662
H 0.818 -1.597 -0.293 0.1802
H 0.372 -0.192 -0.515 0.2013
H -0.816 -1.358 1.271 0.1819
H 0.175 -0.099 2.283 0.1659
C -2.483 0.097 -0.247 -0.6062
C -2.298 0.764 -1.322 0.3798
O -1.479 1.381 -2.054 -0.9194
Li 0.186 2.023 -2.365 0.8238
H -3.269 -0.447 0.255 0.2074
```


This record from the OMol25 dataset describes a molecular structure, C4H5LiMnO2 in a non-equilibrium geometry. The level of theory is ωB97M-V with the def2-TZVPD basis set.

## Properties
- ⟨S²⟩: 8.77
- Highest occupied orbital energy (spin up / spin down): -16.95 / -17.47 eV
- Charge: +2
- ΔE to the lowest compared entry with this formula, charge and spin: 6.4 kcal per mole
- LUMO energy (spin up / spin down): -10.32 / -10.43 eV
- 2S+1: 6

The geometry in XYZ format:
```
13
Properties=species:S:1:pos:R:3:nbo_charge:R:1
H 1.615 -0.297 1.475 0.1770
C 0.995 0.148 0.363 0.4927
C -0.263 0.852 0.741 -0.5322
C -1.475 0.133 0.162 -0.5643
C -1.109 -0.927 -0.825 0.2273
O -0.157 -1.694 -0.423 -0.7297
O 1.789 0.549 -0.460 -0.7439
Li 3.316 0.003 -1.439 0.9861
Mn -0.027 -2.012 -2.398 1.5427
H -0.179 1.890 0.380 0.2767
H -0.282 0.912 1.840 0.2861
H -2.167 0.814 -0.361 0.2763
H -2.057 -0.373 0.948 0.3053
```